--- one ---
{
  "formula": "C5H6N2",
  "method": "ωB97M-V with the def2-TZVPD basis set",
  "gap_ha": 0.3886,
  "total_charge": 0,
  "smiles": "N#C[C@H]1C[C@H]2CN21",
  "e_homo_ev": -9.70,
  "elements": ["H", "N", "H", "C", "C", "H", "H", "C", "H", "N", "C", "H", "C"],
  "xyz": [[0.557, 1.475, -1.561], [2.489, -0.989, 1.432], [-0.417, -1.722, -0.130], [-1.140, 0.293, -0.689], [-1.174, -0.969, 0.076], [-2.146, -1.364, 0.348], [0.825, -0.281, -1.580], [0.621, 0.563, 0.470], [0.758, 1.594, 0.813], [-0.719, 0.098, 0.931], [1.682, -0.277, 1.012], [-1.600, 1.037, 0.013], [0.338, 0.542, -1.042]]
}

***

--- two ---
{
  "formula": "C5H6N2",
  "method": "ωB97M-V with the def2-TZVPD basis set",
  "gap_ha": 0.3279,
  "total_charge": 0,
  "e_homo_ev": -8.78,
  "elements": ["N", "C", "C", "N", "C", "H", "C", "H", "H", "H", "C", "H", "H"],
  "xyz": [[-1.029, -1.632, 0.129], [-0.295, -0.192, -1.488], [0.659, 0.575, 1.857], [-0.145, 0.383, -0.253], [0.701, 1.307, 0.494], [1.710, 1.353, 0.070], [-0.880, -1.410, -1.225], [-0.020, 0.299, -2.410], [-1.228, -2.139, -1.945], [1.413, -0.228, 1.830], [-0.586, -0.521, 0.646], [-0.566, -0.105, 1.775], [0.267, 2.311, 0.520]]
}

***

--- three ---
{
  "formula": "C5H6N2",
  "method": "ωB97M-V with the def2-TZVPD basis set",
  "gap_ha": [0.2875, 0.2871],
  "total_charge": 0,
  "e_homo_ev": [-8.73, -8.73],
  "elements": ["H", "H", "C", "H", "H", "C", "C", "N", "N", "H", "H", "C", "C"],
  "xyz": [[-0.571, 2.085, 0.189], [2.043, 0.762, -0.329], [-1.485, 0.270, 0.017], [-1.397, -1.848, 0.902], [0.055, 1.221, -1.336], [-0.269, 1.152, -0.318], [1.111, 0.587, 0.315], [1.010, -0.818, 0.569], [0.974, -2.603, -1.051], [1.284, 1.099, 1.248], [-2.449, 0.625, -0.350], [0.978, -1.683, -0.352], [-1.284, -0.849, 0.496]]
}

***

--- four ---
{
  "formula": "C5H6N2",
  "method": "ωB97M-V with the def2-TZVPD basis set",
  "gap_ha": 0.3624,
  "total_charge": 0,
  "smiles": "c1n[nH]c2c1CC2",
  "e_homo_ev": -8.88,
  "elements": ["H", "H", "H", "C", "C", "H", "H", "C", "C", "N", "C", "N", "H"],
  "xyz": [[1.018, 0.364, -2.756], [0.068, -0.386, 2.172], [-0.385, 2.665, 0.548], [-0.554, -0.554, 1.284], [0.174, -0.252, -0.718], [0.993, -2.057, 0.536], [-0.637, -2.449, -0.081], [0.705, 0.618, -1.717], [0.066, -1.561, 0.161], [0.379, 1.867, -1.305], [-0.246, 0.507, 0.296], [-0.036, 1.819, -0.013], [-1.545, -0.580, 1.593]]
}

***

Relative energies, hartree: one 0.0515; two 0.0760; three 0.0780; four 0.0000.

***

--- one ---
{
  "formula": "H22HeO11",
  "method": "ωB97M-V with the def2-TZVPD basis set",
  "gap_ha": 0.3709,
  "total_charge": 0,
  "e_homo_ev": -10.19,
  "elements": ["O", "H", "H", "H", "O", "H", "O", "H", "H", "H", "H", "H", "O", "H", "H", "H", "H", "He", "O", "H", "H", "O", "O", "H", "H", "O", "H", "O", "H", "O", "H", "O", "H", "H"],
  "xyz": [[2.708, 1.494, 1.616], [-1.846, 2.554, 1.389], [2.556, 1.286, 0.694], [0.573, -0.663, 4.435], [3.210, -2.913, -0.657], [2.781, 1.689, -1.785], [0.748, 0.162, -3.269], [-2.231, -2.090, -1.491], [0.289, -0.659, -3.448], [-1.659, 1.636, -3.911], [1.929, 1.980, 1.884], [3.309, -2.102, -0.158], [-3.439, 0.110, 1.749], [-1.153, -3.034, 1.552], [-0.257, 1.493, -3.358], [3.405, 0.325, -1.995], [-1.705, 2.457, -0.115], [0.503, -0.249, 0.043], [-1.422, 2.042, 0.700], [-2.923, 0.753, 1.263], [-3.604, -2.147, -2.126], [2.963, 0.863, -1.337], [-0.065, -0.180, 3.909], [0.483, 1.530, 3.044], [-0.609, -0.858, 3.509], [-2.766, -1.689, -2.176], [-1.611, -3.861, 0.369], [-0.868, -3.352, 0.696], [4.089, -3.290, -0.678], [-0.852, 2.127, -3.758], [-0.163, 2.424, 2.006], [0.457, 2.436, 2.736], [1.168, 0.021, -2.420], [-3.999, -0.298, 1.088]]
}

***

--- two ---
{
  "formula": "H22HeO11",
  "method": "ωB97M-V with the def2-TZVPD basis set",
  "gap_ha": 0.3921,
  "total_charge": 0,
  "e_homo_ev": -11.00,
  "elements": ["H", "H", "H", "H", "O", "O", "H", "H", "H", "O", "H", "H", "O", "H", "H", "H", "O", "H", "H", "H", "H", "O", "H", "H", "O", "O", "H", "H", "O", "H", "He", "O", "O", "H"],
  "xyz": [[1.636, -12.058, -17.673], [0.595, -9.716, -20.519], [0.866, -8.992, -19.217], [-1.834, -12.175, -16.115], [-4.713, -13.258, -18.596], [-1.116, -14.329, -19.438], [1.822, -12.205, -22.581], [-3.780, -9.185, -18.427], [-2.093, -12.507, -19.661], [-3.580, -8.671, -19.209], [-1.477, -9.685, -21.683], [-0.351, -8.624, -17.262], [2.698, -12.436, -22.272], [-1.442, -14.742, -20.237], [-0.681, -7.678, -18.397], [-2.513, -11.882, -20.974], [-2.693, -11.862, -20.035], [2.465, -10.836, -19.478], [1.465, -13.302, -16.827], [-0.328, -10.391, -22.371], [2.656, -12.322, -21.322], [1.329, -12.354, -16.816], [-4.233, -12.711, -19.218], [3.753, -11.627, -19.398], [-0.919, -8.527, -18.026], [-1.164, -11.747, -15.582], [-2.624, -8.632, -19.233], [-0.360, -11.833, -16.093], [-0.543, -9.601, -21.876], [-0.430, -14.919, -19.125], [-0.394, -11.898, -18.802], [2.801, -11.725, -19.366], [1.303, -9.465, -19.926], [-4.424, -12.954, -17.736]]
}

***

Relative energies, hartree: one 0.0161; two 0.0000.

***

--- one ---
{
  "formula": "C16H48O8",
  "method": "ωB97M-V with the def2-TZVPD basis set",
  "gap_ha": 0.3679,
  "total_charge": 0,
  "smiles": "CCO.CCO.CCO.CCO.CCO.CCO.CCO.CCO",
  "e_homo_ev": -9.71,
  "elements": ["C", "H", "H", "H", "H", "H", "H", "H", "H", "H", "H", "H", "H", "H", "H", "H", "H", "H", "H", "C", "H", "C", "O", "H", "H", "H", "O", "C", "H", "O", "H", "C", "C", "C", "H", "H", "H", "H", "H", "C", "H", "H", "O", "H", "H", "H", "C", "H", "H", "H", "C", "C", "H", "O", "C", "H", "C", "H", "H", "C", "H", "H", "C", "C", "H", "O", "O", "H", "O", "H", "H", "H"],
  "xyz": [[-16.583, 14.986, -16.924], [-12.301, 17.418, -22.374], [-16.290, 18.198, -17.146], [-17.456, 23.740, -16.750], [-19.577, 19.875, -14.551], [-12.242, 16.748, -20.732], [-21.100, 23.496, -15.382], [-12.417, 21.848, -18.409], [-21.342, 21.183, -14.926], [-17.282, 17.691, -19.377], [-15.372, 23.441, -12.152], [-18.588, 14.778, -21.018], [-15.907, 15.361, -17.692], [-17.979, 21.987, -14.094], [-14.470, 22.681, -13.411], [-16.134, 20.772, -13.394], [-14.523, 24.093, -20.226], [-16.418, 15.355, -20.412], [-14.587, 21.898, -11.841], [-17.128, 20.176, -17.346], [-15.250, 15.351, -15.259], [-15.800, 14.521, -15.712], [-14.863, 13.538, -16.148], [-16.186, 20.610, -17.682], [-17.276, 15.790, -16.672], [-13.663, 20.550, -18.488], [-17.218, 22.522, -13.801], [-17.096, 18.704, -17.686], [-16.702, 24.414, -18.168], [-14.274, 18.223, -19.768], [-17.181, 16.013, -22.830], [-12.550, 17.608, -21.328], [-14.172, 22.255, -19.648], [-13.480, 21.625, -18.447], [-11.915, 18.453, -21.049], [-17.695, 17.504, -22.075], [-17.989, 20.611, -17.854], [-19.086, 16.275, -20.376], [-17.171, 14.180, -17.363], [-14.008, 17.951, -21.124], [-15.217, 18.420, -19.633], [-13.790, 21.812, -20.577], [-13.889, 23.658, -19.647], [-19.391, 25.464, -17.052], [-18.221, 23.475, -18.299], [-20.284, 21.372, -16.361], [-15.151, 22.461, -12.588], [-13.973, 22.056, -17.572], [-14.151, 13.443, -15.514], [-17.025, 21.483, -12.059], [-17.672, 24.217, -17.712], [-18.003, 16.476, -22.286], [-18.550, 25.994, -18.507], [-19.367, 20.813, -14.515], [-20.257, 22.984, -14.906], [-14.648, 17.136, -21.496], [-18.265, 15.823, -20.938], [-18.043, 18.235, -17.388], [-17.241, 20.320, -16.271], [-20.363, 21.519, -15.285], [-19.345, 23.390, -15.353], [-20.258, 23.264, -13.857], [-18.409, 25.530, -17.529], [-16.418, 21.733, -12.938], [-14.247, 18.850, -21.714], [-17.575, 26.424, -16.782], [-17.122, 15.925, -20.086], [-17.559, 26.099, -15.874], [-16.988, 18.578, -19.104], [-16.468, 14.077, -14.967], [-15.251, 22.091, -19.558], [-18.896, 16.507, -22.909]]
}

***

--- two ---
{
  "formula": "C16H48O8",
  "method": "ωB97M-V with the def2-TZVPD basis set",
  "gap_ha": 0.3645,
  "total_charge": 0,
  "smiles": "CCO.CCO.CCO.CCO.CCO.CCO.CCO.CCO",
  "e_homo_ev": -9.55,
  "elements": ["H", "H", "H", "H", "H", "H", "H", "O", "H", "H", "C", "H", "O", "H", "O", "C", "H", "C", "H", "H", "C", "H", "O", "H", "H", "O", "H", "C", "H", "H", "H", "C", "H", "H", "H", "H", "H", "O", "H", "C", "C", "H", "H", "C", "H", "H", "H", "C", "C", "H", "H", "H", "H", "C", "H", "H", "H", "H", "C", "H", "O", "H", "C", "H", "H", "C", "O", "H", "H", "C", "H", "H"],
  "xyz": [[2.672, -0.862, 6.747], [1.292, 3.664, 1.376], [1.277, -4.165, 0.509], [3.809, -1.030, -1.720], [0.923, 0.884, 2.026], [-0.249, 2.054, 4.191], [0.081, 1.798, 0.009], [-4.299, 0.488, -3.945], [2.434, -3.497, -0.635], [1.109, 0.307, -5.134], [-0.775, -0.084, -0.542], [-4.150, -1.960, -0.177], [-5.728, -3.835, 1.392], [2.769, 1.124, 4.422], [0.717, 0.272, 1.305], [0.211, -0.246, -5.424], [1.716, 3.285, 4.400], [-3.751, -2.606, 0.617], [-3.967, 2.794, -1.567], [0.404, 4.264, 3.747], [-4.646, 1.748, -3.357], [-1.816, -0.592, -4.760], [0.498, -1.639, -5.545], [3.305, 0.335, -4.084], [0.062, -0.392, -1.180], [1.676, -2.142, 2.357], [-1.248, 1.085, -4.578], [1.754, -3.238, 0.179], [0.909, -1.939, -4.728], [2.584, 2.819, 2.201], [-2.692, -2.724, 0.380], [3.392, 0.388, -2.998], [2.598, 2.409, -2.679], [-6.360, -3.327, 0.875], [3.528, -0.479, 4.392], [1.758, -0.359, 4.448], [-5.706, 1.795, -3.091], [3.211, -0.926, -2.464], [1.411, 1.135, -2.762], [2.687, 0.095, 4.783], [-0.963, 0.033, -4.503], [0.969, -2.561, -0.149], [-1.527, 0.400, -1.161], [-3.711, 1.943, -2.196], [-4.702, 0.429, -4.816], [-2.701, 2.085, -2.586], [3.072, -1.741, 0.916], [1.037, 3.391, 3.547], [2.534, -2.610, 1.323], [-0.728, -0.164, -3.454], [-3.920, -4.688, 1.177], [4.047, 1.597, 6.495], [2.401, 4.557, 2.436], [1.850, 3.625, 2.310], [2.455, 1.401, -1.302], [3.237, -3.282, 1.808], [1.938, 0.732, 6.679], [-3.688, 1.033, -1.595], [-0.287, 0.889, 0.495], [-4.658, -4.306, -0.338], [0.252, 2.212, 3.386], [-4.490, 2.527, -4.116], [2.412, 1.368, -2.392], [-0.067, 0.054, -6.436], [-1.101, 1.176, 1.170], [2.782, 0.127, 6.308], [4.010, 0.680, 6.776], [-3.815, -2.004, 1.525], [1.194, -1.377, 2.009], [-4.507, -3.915, 0.676], [-1.151, -1.029, -0.152], [4.426, 0.717, -2.827]]
}

***

--- three ---
{
  "formula": "C16H48O8",
  "method": "ωB97M-V with the def2-TZVPD basis set",
  "gap_ha": 0.3469,
  "total_charge": 0,
  "smiles": "CC(C)O.CC(C)O.CC(C)O.CC(C)O.CO.CO.CO.CO",
  "e_homo_ev": -9.10,
  "elements": ["H", "H", "H", "H", "H", "H", "C", "H", "H", "H", "O", "H", "O", "H", "H", "H", "C", "H", "H", "C", "H", "O", "O", "H", "H", "H", "H", "O", "H", "H", "C", "H", "C", "C", "C", "H", "H", "O", "C", "C", "C", "O", "C", "H", "H", "C", "H", "C", "H", "O", "C", "H", "H", "H", "H", "H", "H", "H", "H", "H", "H", "H", "H", "C", "H", "H", "H", "H", "H", "H", "C", "H"],
  "xyz": [[-7.559, -21.674, 5.602], [-6.026, -26.833, 9.909], [-13.195, -22.749, 5.794], [-12.022, -21.148, 9.262], [-8.190, -25.636, 7.124], [-5.215, -21.282, 6.401], [-8.093, -26.518, 4.375], [-11.400, -22.741, 7.846], [-11.010, -24.000, 11.680], [-8.459, -26.673, 3.328], [-10.159, -25.736, 7.833], [-4.658, -25.934, 6.385], [-5.565, -26.274, 6.350], [-13.459, -22.298, 7.432], [-10.618, -24.063, 2.008], [-6.263, -25.839, 11.379], [-5.504, -27.612, 6.702], [-7.579, -27.336, 4.868], [-13.752, -25.299, 3.799], [-6.749, -23.391, 10.128], [-6.419, -28.165, 6.493], [-11.551, -25.152, 4.917], [-11.622, -23.186, 7.020], [-13.347, -23.203, 11.561], [-4.620, -27.998, 6.212], [-9.672, -24.251, 3.492], [-6.281, -24.696, 8.531], [-5.012, -22.968, 6.965], [-13.679, -22.774, 9.866], [-12.534, -26.250, 2.759], [-13.155, -22.436, 10.732], [-5.332, -27.626, 7.830], [-12.882, -25.297, 3.145], [-10.463, -24.676, 2.907], [-7.071, -22.391, 6.220], [-10.995, -25.303, 7.622], [-6.455, -23.045, 11.110], [-4.836, -24.406, 9.830], [-11.038, -23.733, 10.612], [-11.686, -24.636, 3.791], [-13.013, -23.042, 6.809], [-7.235, -25.450, 4.345], [-11.661, -22.349, 10.460], [-10.177, -25.685, 2.584], [-10.012, -23.747, 10.299], [-6.022, -24.667, 9.573], [-8.813, -24.146, 7.959], [-5.098, -22.465, 4.711], [-7.514, -22.129, 7.147], [-11.451, -21.919, 9.331], [-9.111, -25.015, 7.280], [-11.955, -23.620, 4.013], [-7.805, -23.507, 10.240], [-13.537, -21.498, 10.922], [-4.802, -24.284, 10.798], [-9.411, -24.549, 6.362], [-5.513, -21.697, 4.104], [-5.465, -22.826, 7.788], [-9.023, -26.302, 4.953], [-6.631, -22.549, 9.375], [-11.541, -24.452, 10.013], [-6.620, -25.739, 5.082], [-11.169, -21.654, 11.075], [-5.544, -22.235, 6.090], [-13.239, -24.692, 2.229], [-7.369, -23.363, 5.972], [-7.588, -26.006, 10.287], [-4.018, -22.448, 4.704], [-11.532, -24.490, 5.625], [-5.421, -23.423, 4.290], [-6.497, -25.899, 10.355], [-13.521, -23.997, 7.071]]
}

***

Relative energies, hartree: one 0.0000; two 0.0055; three 0.1897.

***

--- one ---
{
  "formula": "C4HNO2",
  "method": "ωB97M-V with the def2-TZVPD basis set",
  "gap_ha": 0.3482,
  "total_charge": 0,
  "smiles": "N#CC(=C=O)C=O",
  "e_homo_ev": -10.02,
  "elements": ["C", "C", "C", "N", "H", "O", "O", "C"],
  "xyz": [[1.036, -0.965, 0.202], [-0.291, 0.119, -0.017], [0.230, 1.362, -0.347], [0.509, 2.457, -0.459], [1.164, -1.167, 1.371], [-2.723, -0.361, -0.030], [1.654, -1.324, -0.705], [-1.580, -0.122, -0.015]]
}

***

--- two ---
{
  "formula": "C4HNO2",
  "method": "ωB97M-V with the def2-TZVPD basis set",
  "gap_ha": 0.2840,
  "total_charge": 0,
  "e_homo_ev": -8.70,
  "elements": ["C", "C", "O", "C", "N", "H", "O", "C"],
  "xyz": [[0.525, -1.348, -0.333], [-1.406, 1.199, -0.533], [-1.149, 0.136, -0.847], [-0.589, -0.977, -0.970], [0.880, 0.055, 0.678], [0.161, 2.090, 1.315], [1.279, -2.243, -0.155], [0.300, 1.088, 0.844]]
}

***

--- three ---
{
  "formula": "C4HNO2",
  "method": "ωB97M-V with the def2-TZVPD basis set",
  "gap_ha": 0.3936,
  "total_charge": 0,
  "smiles": "N#CC#COC=O",
  "e_homo_ev": -10.73,
  "elements": ["C", "O", "C", "H", "N", "C", "O", "C"],
  "xyz": [[0.877, 0.775, -0.028], [1.790, 1.482, 0.055], [-4.160, 0.240, 0.039], [1.060, -0.359, -0.065], [-5.278, -0.038, 0.041], [-2.817, 0.556, -0.072], [-0.437, 1.265, -0.008], [-1.622, 0.684, -0.044]]
}

***

Relative energies, hartree: one 0.0000; two 0.2260; three 0.0292.